# 1
Entry from the Open Molecules 2025 dataset: an isolated molecule of C3H4O3 at a distorted geometry (ωB97M-V/def2-TZVPD).

Computed properties:
- Kohn-Sham gap (Eh) = 0.3098
- structure (SMILES) = O=CC(=O)CO
- ΔE to the lowest compared entry with this formula, charge and spin (kcal per mole) = 90.6
- lowest unoccupied orbital energy (Ha) = -0.040
- M (g mol⁻¹) = 88.1

Geometry as ORCA input:
```
! RIJCOSX wB97M-V def2-TZVPD def2/J DEFGRID3
* xyz 0 1
C 0.3954 0.8360 -0.3044
C 0.7115 -0.4382 0.3614
C -0.6084 -1.1689 0.6818
H -1.4862 1.0655 -1.2061
H -0.0879 1.6277 0.4678
H 1.5567 1.0076 -0.6261
H -0.3049 -2.0354 1.3909
O -0.3931 0.7146 -1.4989
O 1.8418 -0.8347 0.6502
O -1.6250 -0.7742 0.0834
*
```

# 2
Entry from the Open Molecules 2025 dataset: an isolated molecule of C3H4O3 (ωB97M-V/def2-TZVPD).

Computed properties:
- Kohn-Sham gap (Eh) = 0.4333
- structure (SMILES) = O=CO[C@H]1CO1
- ΔE to the lowest compared entry with this formula, charge and spin (kcal per mole) = 59.0
- lowest unoccupied orbital energy (Ha) = 0.037
- M (g mol⁻¹) = 88.1

Geometry as ORCA input:
```
! RIJCOSX wB97M-V def2-TZVPD def2/J DEFGRID3
* xyz 0 1
O -0.1379 -1.3209 0.1911
C 0.0286 -0.4039 -0.8388
C -0.5905 0.9050 -0.6964
O 0.7974 0.7014 -0.3931
C 0.4057 -0.6842 1.3342
O -0.2545 -0.0893 2.1263
H 0.3011 -0.8406 -1.7983
H -0.7120 1.5579 -1.5499
H -1.2570 1.0477 0.1541
H 1.4834 -0.8698 1.4018
*
```

# 3
Entry from the Open Molecules 2025 dataset: a structure of composition C3H4O3 (ωB97M-V/def2-TZVPD).

Computed properties:
- Kohn-Sham gap (Eh) = 0.4001
- ΔE to the lowest compared entry with this formula, charge and spin (kcal per mole) = 39.1
- lowest unoccupied orbital energy (Ha) = 0.017
- M (g mol⁻¹) = 88.1

Geometry as ORCA input:
```
! RIJCOSX wB97M-V def2-TZVPD def2/J DEFGRID3
* xyz 0 1
O -1.2220 -1.2411 0.3704
C -0.3689 -0.3281 -0.2362
C -0.0804 1.1507 0.1922
O 1.3177 0.9200 -0.1519
C 1.1127 -0.4296 0.0466
O 1.8488 -1.2407 0.5126
H -1.4319 -1.8997 -0.3090
H -0.5508 -0.2737 -1.3138
H -0.1089 1.3606 1.2635
H -0.5305 1.9654 -0.3800
*
```

# 4
Entry from the Open Molecules 2025 dataset: a cluster of 2 separate species, C3H4O3 in total at a distorted geometry (ωB97M-V/def2-TZVPD).

Computed properties:
- Kohn-Sham gap (spin up / spin down) (Eh) = 0.2929 / 0.2928
- ΔE to the lowest compared entry with this formula, charge and spin (kcal per mole) = 88.2
- lowest unoccupied orbital energy (spin up / spin down) (Ha) = -0.014 / -0.014
- M (g mol⁻¹) = 88.1

Geometry as ORCA input:
```
! RIJCOSX wB97M-V def2-TZVPD def2/J DEFGRID3
* xyz 0 1
C 0.4492 0.0334 0.1499
C -1.8362 0.2448 -0.0888
C 1.8216 -0.8073 -0.2672
O 0.6119 1.0797 0.6992
O -2.3982 0.2303 -1.1377
O -2.1306 0.8249 1.0473
H 2.0280 -1.8352 0.0996
H 2.7418 -0.2314 0.0049
H 1.7240 -0.8570 -1.4196
H -3.0116 1.3177 0.9124
*
```

# 5
Entry from the Open Molecules 2025 dataset: a cluster of 2 separate species, C3H4O3S in total at a distorted geometry (ωB97M-V/def2-TZVPD).

Computed properties:
- Kohn-Sham gap (Eh) = 0.3437
- ΔE to the lowest compared entry with this formula, charge and spin (kcal per mole) = 104.6
- lowest unoccupied orbital energy (Ha) = -0.003
- M (g mol⁻¹) = 120.1

Geometry as ORCA input:
```
! RIJCOSX wB97M-V def2-TZVPD def2/J DEFGRID3
* xyz 0 1
C 0.3164 0.2120 0.4384
C 0.7060 -0.9194 0.4681
C 0.3166 1.6156 0.0170
O -0.8158 -3.9263 2.3156
O -1.3764 -1.5640 2.0587
O 1.0424 -2.1838 0.6220
S -0.4244 -2.5551 2.4715
H -0.6272 2.1545 0.1393
H 0.5509 1.7175 -1.0047
H 0.8561 2.1029 0.7828
H 0.8273 -2.9211 -0.0419
*
```

# 6
Entry from the Open Molecules 2025 dataset: a cluster of 2 separate species, C3H4O3S in total at a distorted geometry (ωB97M-V/def2-TZVPD).

Computed properties:
- Kohn-Sham gap (Eh) = 0.3147
- structure (SMILES) = O=S1#CO1.CC=O
- ΔE to the lowest compared entry with this formula, charge and spin (kcal per mole) = 133.1
- lowest unoccupied orbital energy (Ha) = -0.002
- M (g mol⁻¹) = 120.1

Geometry as ORCA input:
```
! RIJCOSX wB97M-V def2-TZVPD def2/J DEFGRID3
* xyz 0 1
C 0.7209 1.9924 3.2774
C 0.8599 0.5037 0.4566
C -0.4016 0.3649 -0.2578
O 3.3753 1.5205 2.9830
O 1.1828 2.9393 3.9248
O 1.7015 1.4043 0.3641
S 2.3821 2.3793 2.4622
H 0.8504 -0.3842 1.1233
H -0.4818 1.0576 -1.0646
H -1.2167 0.6030 0.4904
H -0.3471 -0.5865 -0.5487
*
```

# 7
Entry from the Open Molecules 2025 dataset: an isolated molecule of C3H4O3S at a distorted geometry (ωB97M-V/def2-TZVPD).

Computed properties:
- Kohn-Sham gap (spin up / spin down) (Eh) = 0.1928 / 0.2487
- ΔE to the lowest compared entry with this formula, charge and spin (kcal per mole) = 28.1
- lowest unoccupied orbital energy (spin up / spin down) (Ha) = 0.018 / -0.107
- M (g mol⁻¹) = 120.1

Geometry as ORCA input:
```
! RIJCOSX wB97M-V def2-TZVPD def2/J DEFGRID3
* xyz 0 3
C -0.6718 -0.8799 -0.3031
C 0.2500 -0.0122 0.0649
C 1.7113 -0.1133 -0.2042
O -0.2985 1.0399 0.7451
O -1.9983 -0.6170 -0.0108
O -2.7219 1.9238 0.4835
S -2.0189 0.8188 1.0064
H -0.5638 -1.5334 -1.0919
H 2.1669 0.8590 -0.6543
H 1.8435 -1.1049 -0.8143
H 2.3014 -0.3808 0.7788
*
```

# 8
Entry from the Open Molecules 2025 dataset: an isolated molecule of C3H4OS at a distorted geometry (ωB97M-V/def2-TZVPD).

Computed properties:
- Kohn-Sham gap (Eh) = 0.3466
- ΔE to the lowest compared entry with this formula, charge and spin (kcal per mole) = 71.3
- lowest unoccupied orbital energy (Ha) = 0.024
- M (g mol⁻¹) = 88.1

Geometry as ORCA input:
```
! RIJCOSX wB97M-V def2-TZVPD def2/J DEFGRID3
* xyz 0 1
C 0.3196 -0.1537 -0.1468
C 1.5799 -0.1904 0.1073
C -0.8782 0.1319 -0.7375
O -1.8548 0.4005 1.8192
S -1.3564 -0.6223 0.8489
H 2.0472 -0.6789 0.9778
H 2.3776 0.3336 -0.4227
H -1.2131 1.2417 -0.7421
H -1.0219 -0.4624 -1.7041
*
```

# 9
Entry from the Open Molecules 2025 dataset: an isolated molecule of C3H4OS at a distorted geometry (ωB97M-V/def2-TZVPD).

Computed properties:
- Kohn-Sham gap (Eh) = 0.3240
- structure (SMILES) = C#CCSO
- ΔE to the lowest compared entry with this formula, charge and spin (kcal per mole) = 92.3
- lowest unoccupied orbital energy (Ha) = -0.001
- M (g mol⁻¹) = 88.1

Geometry as ORCA input:
```
! RIJCOSX wB97M-V def2-TZVPD def2/J DEFGRID3
* xyz 0 1
C -1.1201 -0.5691 -0.1559
C -2.1718 -0.1188 -0.4778
C 0.1041 -1.0633 0.5094
O 2.5576 0.5968 -0.7928
S 2.2912 -0.6229 0.2760
H 2.0890 0.4250 -1.6593
H -3.1259 0.0858 -0.7499
H -0.0583 -1.0430 1.6216
H 0.2056 -2.0528 0.3031
*
```

# 10
Entry from the Open Molecules 2025 dataset: an isolated molecule of C3H4OS at a distorted geometry (ωB97M-V/def2-TZVPD).

Computed properties:
- Kohn-Sham gap (Eh) = 0.3037
- structure (SMILES) = O=C1C[C@@H]1S
- ΔE to the lowest compared entry with this formula, charge and spin (kcal per mole) = 76.1
- lowest unoccupied orbital energy (Ha) = -0.032
- M (g mol⁻¹) = 88.1

Geometry as ORCA input:
```
! RIJCOSX wB97M-V def2-TZVPD def2/J DEFGRID3
* xyz 0 1
C 1.6416 0.5275 -0.7395
C 0.1311 0.3525 -1.0335
C 0.8387 -0.0745 0.1811
O 2.6110 1.0326 -1.2089
S 0.4563 0.7283 2.1580
H -0.3461 1.3002 -0.9286
H -0.2592 -0.1937 -1.8785
H 1.1011 -0.9885 0.5751
H 1.5236 -0.1979 2.4521
*
```

# 11
Entry from the Open Molecules 2025 dataset: an isolated molecule of C3H4OS at a distorted geometry (ωB97M-V/def2-TZVPD).

Computed properties:
- Kohn-Sham gap (Eh) = 0.3024
- structure (SMILES) = CC(=O)C=S
- ΔE to the lowest compared entry with this formula, charge and spin (kcal per mole) = 38.2
- lowest unoccupied orbital energy (Ha) = -0.027
- M (g mol⁻¹) = 88.1

Geometry as ORCA input:
```
! RIJCOSX wB97M-V def2-TZVPD def2/J DEFGRID3
* xyz 0 1
C 1.1102 0.8378 -1.2801
C -0.0095 0.8779 -0.3470
C -0.4838 -0.3392 0.3463
O -0.3079 2.0385 -0.3389
S 1.0393 -0.1049 -2.6503
H 1.9489 1.4195 -1.2575
H -1.2750 -0.7306 -0.1509
H -0.8893 0.0748 1.2477
H 0.2015 -1.0761 0.3706
*
```

# 12
Entry from the Open Molecules 2025 dataset: an isolated molecule of C3H4OS at a distorted geometry (ωB97M-V/def2-TZVPD).

Computed properties:
- Kohn-Sham gap (Eh) = 0.2999
- structure (SMILES) = C[C@]12O[C@H]1S2
- ΔE to the lowest compared entry with this formula, charge and spin (kcal per mole) = 98.2
- lowest unoccupied orbital energy (Ha) = 0.022
- M (g mol⁻¹) = 88.1

Geometry as ORCA input:
```
! RIJCOSX wB97M-V def2-TZVPD def2/J DEFGRID3
* xyz 0 1
C 2.0842 0.5673 -1.0838
C 1.0334 0.6385 0.2568
C -0.2911 0.0707 0.5950
O 1.3308 1.6811 -0.5287
S 2.6975 -0.0682 0.5020
H 1.7940 0.0407 -2.1126
H -0.3147 -0.7373 1.2650
H -0.7677 -0.2107 -0.2960
H -0.8734 0.8964 1.1401
*
```

Which value of M does entry 6 give?
120.1 g mol⁻¹

Repeat the ninth record exactly.
Entry from the Open Molecules 2025 dataset: an isolated molecule of C3H4OS at a distorted geometry (ωB97M-V/def2-TZVPD).

Computed properties:
- Kohn-Sham gap (Eh) = 0.3240
- structure (SMILES) = C#CCSO
- ΔE to the lowest compared entry with this formula, charge and spin (kcal per mole) = 92.3
- lowest unoccupied orbital energy (Ha) = -0.001
- M (g mol⁻¹) = 88.1

Geometry as ORCA input:
```
! RIJCOSX wB97M-V def2-TZVPD def2/J DEFGRID3
* xyz 0 1
C -1.1201 -0.5691 -0.1559
C -2.1718 -0.1188 -0.4778
C 0.1041 -1.0633 0.5094
O 2.5576 0.5968 -0.7928
S 2.2912 -0.6229 0.2760
H 2.0890 0.4250 -1.6593
H -3.1259 0.0858 -0.7499
H -0.0583 -1.0430 1.6216
H 0.2056 -2.0528 0.3031
*
```

What is the formula in the eighth record?
C3H4OS